Entry 1:
The following is a DFT calculation (ωB97M-V/def2-TZVPD) of a 4-piece molecular cluster, C2H11O4 overall in a non-equilibrium geometry.

- Orbital gap: 7.952 eV
- DFT total energy: -10443.3729 eV
- E_HOMO: -3.8 eV
- Net charge: -1

Each line ends with the Mulliken charge.
Element x y z (Å)
C: 0.01 0.91 -1.54  -0.269
O: -0.56 0.10 -0.59  -0.821
C: 1.10 1.85 -1.02  -1.074
H: 0.43 0.31 -2.39  0.222
H: -0.77 1.45 -2.13  0.286
H: 1.35 2.54 -1.83  0.395
H: 0.86 2.26 -0.04  0.240
H: 2.04 1.28 -1.00  0.252
H: 0.54 -0.15 2.20  0.341
H: 0.63 -0.17 0.71  0.359
O: 1.17 -0.40 1.51  -0.740
H: -1.26 1.92 1.66  0.287
H: -1.06 0.62 0.91  0.274
O: -1.50 1.00 1.74  -0.734
H: -0.70 -2.63 -0.85  0.332
H: 0.15 -2.93 0.35  0.338
O: -0.20 -3.35 -0.44  -0.691

***

Entry 2:
The following is a DFT calculation (ωB97M-V/def2-TZVPD) of a 8-piece molecular cluster, C28H63N9O10S overall in a non-equilibrium geometry.

- Orbital gap: 9.194 eV
- DFT total energy: -74778.7639 eV
- E_HOMO: -8.8 eV
- Structure (SMILES): CNC[C@@H]1C[C@H](S(C)(=O)=O)C(=O)N1.CN(C)C=O.CN(C)C=O.CN(C)C=O.CN(C)C=O.CN(C)C=O.CN(C)C=O.CN(C)C=O
- Net charge: 0

Each line ends with the Mulliken charge.
Element x y z (Å)
C: -1.26 0.96 3.44  -1.145
N: -1.54 1.76 2.24  0.243
C: -1.89 3.14 2.51  -1.553
C: -3.36 3.37 2.83  0.303
C: -4.08 2.45 3.85  -0.976
C: -5.02 1.61 2.98  -0.007
S: -4.86 -0.18 3.02  1.302
C: -3.71 -0.64 1.74  -0.690
O: -6.15 -0.73 2.68  -0.668
O: -4.32 -0.55 4.31  -0.706
C: -4.90 2.17 1.57  -0.287
O: -5.30 1.63 0.55  -0.540
N: -4.20 3.41 1.63  -0.172
H: -1.08 1.58 4.32  0.334
H: -2.08 0.28 3.66  0.301
H: -0.38 0.35 3.28  0.329
H: -0.73 1.74 1.65  0.069
H: -1.28 3.60 3.29  0.418
H: -1.71 3.72 1.60  0.472
H: -3.38 4.38 3.24  0.532
H: -4.64 3.09 4.52  0.351
H: -3.43 1.88 4.50  0.393
H: -6.03 1.76 3.35  0.532
H: -3.08 0.21 1.47  -0.153
H: -4.28 -0.98 0.89  0.506
H: -3.10 -1.42 2.18  0.466
H: -4.87 4.17 1.64  0.366
C: 1.61 0.82 -0.49  0.184
O: 1.46 1.27 0.65  -0.788
N: 0.79 -0.02 -1.11  0.302
C: 1.04 -0.47 -2.46  -0.812
C: -0.37 -0.51 -0.39  -1.247
H: 2.49 1.10 -1.10  0.291
H: 0.21 -0.20 -3.12  0.325
H: 1.17 -1.55 -2.47  0.098
H: 1.95 -0.01 -2.84  0.392
H: -1.00 0.32 -0.08  0.430
H: -0.04 -1.04 0.51  0.255
H: -0.94 -1.19 -1.01  0.498
C: -7.84 -2.82 -0.90  0.095
O: -6.75 -2.58 -1.37  -0.588
N: -8.61 -1.92 -0.26  0.199
C: -9.91 -2.26 0.28  -0.928
C: -8.10 -0.56 -0.09  -0.782
H: -8.31 -3.81 -0.97  0.267
H: -10.68 -1.64 -0.17  0.320
H: -9.92 -2.11 1.36  0.317
H: -10.13 -3.31 0.08  0.307
H: -7.92 -0.12 -1.07  0.307
H: -7.17 -0.58 0.46  0.114
H: -8.83 0.03 0.45  0.375
C: -2.54 5.97 -1.73  0.104
O: -2.78 6.38 -0.61  -0.586
N: -3.29 5.08 -2.40  0.164
C: -2.96 4.63 -3.73  -0.949
C: -4.48 4.55 -1.74  -0.811
H: -1.66 6.31 -2.31  0.285
H: -3.77 4.88 -4.43  0.329
H: -2.80 3.55 -3.74  0.331
H: -2.05 5.12 -4.07  0.312
H: -5.16 5.37 -1.50  0.292
H: -4.20 4.05 -0.82  0.161
H: -4.98 3.85 -2.40  0.388
C: 5.66 2.11 -0.36  0.637
O: 6.75 1.95 -0.87  -0.695
N: 5.22 3.24 0.21  0.124
C: 3.89 3.32 0.79  -0.558
C: 6.10 4.40 0.24  -1.006
H: 4.90 1.30 -0.32  -0.300
H: 3.30 4.10 0.29  0.314
H: 3.95 3.56 1.86  0.336
H: 3.38 2.37 0.67  -0.011
H: 6.38 4.69 -0.77  0.298
H: 7.02 4.16 0.78  0.290
H: 5.60 5.22 0.73  0.405
C: -0.20 -4.26 -2.02  0.055
O: -0.67 -3.44 -1.25  -0.576
N: 0.93 -4.95 -1.78  0.211
C: 1.46 -5.91 -2.72  -0.896
C: 1.63 -4.72 -0.53  -0.887
H: -0.65 -4.48 -3.00  0.307
H: 1.51 -6.90 -2.27  0.346
H: 2.46 -5.61 -3.04  0.292
H: 0.82 -5.96 -3.60  0.295
H: 0.98 -4.94 0.32  0.349
H: 1.93 -3.67 -0.46  0.108
H: 2.51 -5.35 -0.49  0.408
C: 4.53 -1.47 -1.83  0.301
O: 3.56 -2.20 -1.96  -0.623
N: 5.71 -1.65 -2.43  0.374
C: 6.83 -0.73 -2.24  -0.979
C: 5.89 -2.80 -3.30  -1.034
H: 4.50 -0.57 -1.19  0.088
H: 7.12 -0.30 -3.20  0.346
H: 7.68 -1.26 -1.82  0.406
H: 6.54 0.08 -1.57  0.322
H: 5.17 -2.76 -4.12  0.316
H: 5.72 -3.72 -2.75  0.275
H: 6.90 -2.80 -3.70  0.391
C: 8.32 -3.51 1.67  0.071
O: 8.97 -3.54 0.65  -0.573
N: 6.99 -3.31 1.71  0.211
C: 6.24 -3.28 2.96  -0.909
C: 6.29 -3.11 0.46  -0.938
H: 8.77 -3.66 2.67  0.268
H: 5.48 -4.06 2.96  0.308
H: 5.75 -2.32 3.09  0.312
H: 6.92 -3.45 3.79  0.321
H: 6.43 -3.98 -0.18  0.219
H: 6.70 -2.24 -0.06  0.276
H: 5.23 -2.95 0.64  0.436

***

Entry 3:
The following is a DFT calculation (ωB97M-V/def2-TZVPD) of an isolated ion of composition C22H40N and charge +1.

- Orbital gap: 9.746 eV
- DFT total energy: -24947.7171 eV
- E_HOMO: -12.1 eV
- Structure (SMILES): CCCCCCCCCCCCC[N+](C)(C)Cc1ccccc1
- Net charge: +1

Each line ends with the Mulliken charge.
Element x y z (Å)
C: 6.65 6.12 6.04  -1.351
H: 6.29 6.48 7.01  0.378
C: 5.47 5.72 5.16  -0.190
C: 5.95 5.22 3.79  -0.706
C: 4.81 4.89 2.83  -0.637
C: 4.01 3.66 3.24  -0.518
C: 2.94 3.30 2.21  -0.765
C: 2.15 2.06 2.61  -0.748
C: 1.08 1.70 1.59  -0.715
C: 0.30 0.45 1.99  -0.802
C: -0.81 0.12 0.99  -0.424
C: -1.57 -1.14 1.39  -0.658
H: -1.99 -0.98 2.38  0.480
H: -0.88 -1.98 1.45  0.276
C: -2.73 -1.46 0.44  -0.744
C: -2.28 -1.95 -0.95  -0.657
H: -1.24 -1.66 -1.10  0.494
H: -2.88 -1.47 -1.73  0.296
N: -2.37 -3.42 -1.20  0.059
C: -1.63 -4.17 -0.17  -0.980
H: -0.59 -3.86 -0.16  0.379
H: -1.67 -5.24 -0.39  0.430
H: -2.06 -4.00 0.81  0.379
C: -3.78 -3.86 -1.20  -0.955
H: -4.24 -3.67 -0.24  0.401
H: -3.83 -4.93 -1.41  0.360
H: -4.33 -3.32 -1.97  0.458
C: -1.75 -3.73 -2.53  -0.872
C: -2.41 -3.05 -3.71  0.528
C: -1.96 -1.81 -4.15  -0.248
C: -2.55 -1.20 -5.25  -0.750
C: -3.59 -1.83 -5.91  -0.480
C: -4.03 -3.07 -5.49  -0.692
C: -3.44 -3.68 -4.39  -0.281
H: -3.78 -4.66 -4.09  0.434
H: -4.83 -3.57 -6.01  0.402
H: -4.05 -1.35 -6.76  0.403
H: -2.19 -0.24 -5.58  0.408
H: -1.13 -1.32 -3.66  0.412
H: -1.80 -4.81 -2.67  0.546
H: -0.70 -3.43 -2.48  0.520
H: -3.31 -0.55 0.30  0.431
H: -3.40 -2.19 0.91  0.357
H: -0.36 0.01 0.00  0.261
H: -1.51 0.96 0.93  0.259
H: 0.98 -0.39 2.06  0.351
H: -0.15 0.60 2.97  0.299
H: 1.54 1.54 0.61  0.331
H: 0.38 2.54 1.49  0.337
H: 1.68 2.23 3.58  0.348
H: 2.84 1.21 2.72  0.335
H: 3.42 3.13 1.24  0.367
H: 2.25 4.14 2.10  0.338
H: 3.52 3.83 4.21  0.281
H: 4.69 2.81 3.37  0.294
H: 5.23 4.72 1.84  0.361
H: 4.13 5.75 2.76  0.310
H: 6.57 6.00 3.34  0.368
H: 6.58 4.34 3.93  0.321
H: 4.90 4.94 5.66  0.238
H: 4.81 6.58 5.02  0.275
H: 7.31 5.28 6.21  0.337
H: 7.22 6.92 5.58  0.335